Record 1
# C4H10N2O2

A cluster of 2 separate species, C4H10N2O2 in total (ωB97M-V with the def2-TZVPD basis set, the Open Molecules 2025 dataset).

```
18
Properties=species:S:1:pos:R:3:forces:R:3
C 0.0048 1.2566 2.4826 -1.05 0.53 0.50
C 0.3851 -0.1163 2.0236 0.92 -0.19 0.28
O 1.5519 -0.4078 1.8615 0.11 -0.25 -0.34
N -0.6301 -1.0032 1.8266 -0.73 -0.17 0.14
H -0.4649 -1.9997 1.7281 0.38 0.47 0.00
H -1.5034 -0.7749 2.2675 -0.20 0.00 -0.13
H -0.5096 1.2335 3.4487 0.06 -0.31 0.05
H -0.7266 1.7402 1.8309 0.21 -0.04 -0.25
H 0.8663 1.8903 2.6307 0.28 -0.05 -0.31
C -0.1435 0.7961 -1.8622 -0.42 0.60 0.29
C -0.2059 -0.4132 -2.7464 0.05 -0.05 0.05
O -0.9050 -0.5120 -3.7278 -0.05 0.18 -0.35
N 0.6765 -1.3848 -2.3834 0.84 -1.04 0.23
H 0.9361 -2.1352 -3.0023 -0.61 0.11 -0.35
H 1.0084 -1.5630 -1.4512 -0.03 0.75 0.17
H -0.9675 1.4890 -2.0089 -0.36 -0.36 -0.10
H 0.7261 1.3944 -2.1036 0.50 -0.18 0.00
H -0.0988 0.5102 -0.8146 0.12 0.01 0.13
```
Positions in Å, forces in eV/Å.

Computed properties:
Multiplicity: 1
Highest occupied orbital energy in eV: -9.722
SMILES: CC(N)=O.CC(N)=O

=====

Record 2
# C21H31N2O4RuSbSe4Si3

A structure of composition C21H31N2O4RuSbSe4Si3 (ωB97M-V with the def2-TZVPD basis set, the Open Molecules 2025 dataset).

```
67
Properties=species:S:1:pos:R:3:forces:R:3
Ru -0.5430 0.2554 0.7905 0.04 0.09 0.10
O -1.3272 -3.1249 3.3553 0.03 0.03 0.02
C -1.2671 -2.0826 2.7203 -0.07 -0.05 -0.07
O -0.5213 -1.8155 1.7149 0.02 0.01 0.03
C -2.2101 -0.9468 3.0990 0.03 0.03 0.01
C -3.0787 -0.9907 4.1758 0.01 -0.02 -0.01
C -3.9021 0.1018 4.4042 -0.01 0.01 0.00
C -3.8618 1.1892 3.5415 -0.01 0.00 0.01
C -2.9736 1.1546 2.4826 -0.02 -0.02 0.00
N -2.1690 0.1126 2.2995 -0.01 -0.04 0.02
C -2.8745 2.2389 1.4139 0.04 0.03 0.03
O -3.6106 3.2092 1.5025 -0.03 0.01 -0.01
O -2.0345 1.9627 0.4887 0.02 0.00 -0.03
H -3.0812 -1.8725 4.8003 0.00 0.00 0.00
H -4.5815 0.1027 5.2475 0.00 0.00 0.00
H -4.4926 2.0587 3.6578 0.00 0.00 0.00
C 0.7180 3.1114 -0.9724 -0.01 -0.03 -0.01
Si 0.6956 1.4652 -1.8610 0.04 0.03 0.00
C 2.0369 1.5428 -3.1891 0.00 0.01 0.01
C -0.9506 1.4115 -2.7745 -0.02 0.01 0.00
C 0.9324 -0.0286 -0.7071 0.02 -0.02 0.01
Si 2.7212 -0.1802 -0.0854 0.01 0.00 0.00
C 3.7992 -0.9950 -1.4179 0.00 0.01 -0.01
C 3.5939 1.4577 0.2034 -0.01 -0.02 0.01
C 2.8590 -1.2631 1.4435 0.00 0.01 0.00
Si 0.4859 -1.6433 -1.5395 -0.01 0.02 -0.02
C 1.0099 -3.2226 -0.6873 -0.02 -0.02 0.00
C 0.9447 -1.8143 -3.3589 0.00 0.00 0.00
C -1.4086 -1.6316 -1.5048 -0.01 -0.01 0.00
C -2.2408 -2.3971 -2.3153 -0.01 0.01 -0.01
C -3.6138 -2.2506 -2.2345 0.00 0.00 0.01
C -4.1330 -1.3245 -1.3440 0.00 -0.01 -0.01
C -3.2589 -0.5964 -0.5606 -0.01 0.01 0.02
N -1.9356 -0.7536 -0.6322 0.02 0.00 -0.02
H 0.6224 3.8975 -1.7290 -0.02 0.01 0.01
H 1.6312 3.3035 -0.4097 0.00 -0.01 -0.01
H -0.1297 3.1971 -0.2908 0.00 0.03 -0.02
H 1.7852 2.3683 -3.8618 0.00 0.00 0.00
H 2.1128 0.6354 -3.7881 0.00 -0.01 0.00
H 3.0199 1.7540 -2.7662 0.00 0.00 0.00
H -0.9583 2.2285 -3.5023 0.00 0.00 0.00
H -1.7714 1.5860 -2.0760 -0.01 -0.01 0.00
H -1.1414 0.4835 -3.3176 0.00 -0.01 0.01
H 3.7905 -0.4386 -2.3566 0.01 -0.01 0.00
H 3.5381 -2.0323 -1.6322 0.00 -0.01 0.00
H 4.8276 -0.9935 -1.0431 0.00 0.00 0.00
H 3.8886 1.9284 -0.7368 0.01 0.00 0.00
H 4.5018 1.2526 0.7784 0.00 0.01 0.00
H 3.0175 2.1927 0.7622 0.00 0.00 0.00
H 3.6523 -2.0044 1.3081 0.00 0.00 -0.01
H 1.9297 -1.7868 1.6695 0.00 0.00 0.00
H 3.1177 -0.6584 2.3155 0.00 0.00 0.01
H 2.0919 -3.3409 -0.6310 0.01 0.00 0.00
H 0.6085 -4.0661 -1.2583 0.01 0.00 0.00
H 0.6001 -3.2592 0.3216 0.01 0.00 0.01
H 2.0263 -1.7945 -3.4986 0.00 0.00 0.00
H 0.5063 -1.0293 -3.9761 0.00 0.00 0.00
H 0.5843 -2.7784 -3.7300 0.00 0.00 0.01
H -1.8014 -3.0988 -3.0132 0.00 0.00 0.00
H -4.2712 -2.8403 -2.8614 0.00 0.00 0.00
H -5.1972 -1.1583 -1.2529 0.00 0.00 0.00
H -3.6188 0.1492 0.1314 0.00 -0.01 -0.01
Se 2.6744 4.8769 2.3807 0.02 0.00 0.01
Sb 2.5989 2.8896 3.6605 0.00 0.06 -0.04
Se 1.0313 3.3285 5.5665 0.01 -0.01 0.01
Se 4.2965 1.3866 4.3257 -0.01 0.00 -0.01
Se 0.7091 1.3808 2.3545 -0.05 -0.13 -0.05
```
Positions in Å, forces in eV/Å.

Computed properties:
Net charge: -1
Multiplicity: 6
Highest occupied orbital energy (alpha / beta) in eV: -5.521 / -5.757

=====

Record 3
# C27H41Cl3MgN3O3Si

A structure of composition C27H41Cl3MgN3O3Si (ωB97M-V with the def2-TZVPD basis set, the Open Molecules 2025 dataset).

```
79
Properties=species:S:1:pos:R:3:forces:R:3
C 2.8067 -1.7607 -2.5712 -0.10 -0.36 0.11
C 2.0890 -0.6007 -3.1742 -0.45 1.04 -0.95
H 2.9740 -2.5285 -3.3346 0.10 -0.05 0.42
H 2.2417 -2.1791 -1.7241 0.13 0.08 -0.24
H 3.7876 -1.4339 -2.1795 -0.36 -0.07 -0.13
C 1.9177 -0.4152 -4.4985 0.26 -0.15 0.86
C 2.1709 -1.4318 -5.5623 0.08 -0.13 -0.52
H 1.5709 0.5519 -4.8708 -0.27 -0.23 0.24
H 2.5074 -2.4054 -5.1856 -0.08 0.30 -0.10
H 2.9050 -1.0732 -6.2982 -0.05 -0.12 0.07
H 1.2358 -1.5980 -6.1189 0.18 -0.06 0.02
Mg -0.0818 -0.4349 0.4060 0.59 0.32 -1.08
Cl 2.0820 0.4277 1.2243 -0.04 0.03 0.20
Cl -0.1599 -2.7430 0.7658 0.12 -0.26 0.68
H -2.1785 1.4714 5.3834 -0.11 -0.07 -0.13
H -0.0030 0.6524 6.4071 0.06 -0.17 -0.08
C -2.1702 0.6081 4.7065 0.14 -0.15 0.18
C -0.0442 -0.1873 5.7016 -0.11 0.27 -0.40
N -0.7884 0.2003 4.5108 -0.51 0.04 0.27
H -2.6233 0.8685 3.7468 0.15 -0.12 0.18
C -0.2857 0.0102 3.2867 -0.34 -0.22 -1.58
O -0.9548 0.0475 2.2268 0.79 0.42 2.03
H 0.9620 -0.4576 5.3807 -0.01 -0.03 0.23
H 0.8026 -0.1579 3.2606 -0.23 -0.15 -0.10
H -2.7290 -0.2063 5.1863 -0.05 0.14 -0.17
H -0.5240 -1.0457 6.1962 0.14 0.18 -0.15
H -0.4696 -2.3647 -2.6817 -0.28 0.10 0.33
H -1.3867 -0.3489 -4.0870 -0.32 -0.15 0.29
C -1.4632 -2.4727 -2.2145 0.23 -0.02 0.19
C -2.3495 -0.7271 -3.6916 -0.01 -0.07 0.02
N -2.2017 -1.2232 -2.3331 -0.53 0.69 0.12
H -1.3370 -2.7409 -1.1532 -0.06 0.13 -0.63
C -2.4992 -0.3929 -1.3039 1.33 -0.81 -0.04
O -2.1001 -0.5263 -0.1384 -0.95 0.19 -1.04
H -3.0867 0.0841 -3.6826 0.13 -0.13 -0.24
H -3.1170 0.4750 -1.6006 0.08 -0.19 0.01
H -2.0131 -3.2563 -2.7580 -0.02 0.17 0.16
H -2.6888 -1.5507 -4.3397 -0.03 0.32 0.16
O 0.4352 -0.1800 -1.5528 -1.95 -0.82 0.77
C 1.4932 0.3764 -2.1458 1.08 0.73 0.43
C -0.0355 2.2383 -3.0179 -0.18 0.22 -0.39
C 1.2379 1.7961 -2.6954 0.69 -0.72 0.30
H -0.8955 1.6327 -2.7050 0.46 0.14 -0.32
C -0.1932 3.4415 -3.7173 0.48 -0.14 0.34
H 2.2669 0.5032 -1.3780 0.56 0.31 -0.03
C 2.3498 2.6325 -2.8574 -0.66 0.09 -0.48
H -1.1977 3.7380 -4.0220 0.29 0.14 0.00
C 0.9357 4.2312 -3.9981 -0.36 -0.07 -0.03
C 2.1996 3.8469 -3.5360 0.23 -0.19 0.27
H 3.2996 2.2685 -2.4568 -0.15 0.28 -0.30
H 0.8145 5.1542 -4.5690 0.07 -0.19 0.19
H 3.0820 4.4813 -3.6936 -0.47 -0.16 -0.01
Si 1.1014 -5.3600 2.6112 -0.01 -0.48 -0.87
Cl 1.6793 -5.3245 0.5852 0.31 -0.58 0.51
C -0.7286 -5.8027 2.5840 -0.28 0.33 0.04
C 1.8620 -3.8454 3.4056 -0.01 0.20 0.43
C 1.7954 -6.8881 3.4847 0.20 0.16 -0.14
H -1.3050 -5.2108 1.8569 0.25 -0.08 0.34
H -1.1597 -5.6712 3.5890 -0.02 0.00 -0.24
H -0.8300 -6.8723 2.3222 0.19 0.43 0.09
H 1.3749 -7.8232 3.0843 0.10 0.34 0.10
H 1.4771 -6.7780 4.5320 0.15 -0.19 -0.09
H 2.8888 -6.9495 3.4436 -0.16 0.01 0.11
H 1.5998 -2.8985 2.9109 -0.02 -0.43 0.05
H 2.9599 -3.9518 3.3754 -0.33 -0.06 -0.12
H 1.5987 -3.7854 4.4776 -0.03 -0.01 -0.31
N -0.9649 2.2549 -0.1256 -0.68 2.32 1.20
C -1.2259 3.3051 0.3184 0.63 -2.10 -0.92
C -1.5298 4.5948 0.8854 -0.06 0.32 0.04
C -0.5302 5.3276 1.5361 -0.04 0.21 0.18
C -0.8417 6.5595 2.1280 -0.32 -0.37 -0.34
C -2.1492 7.0634 2.0528 0.20 -0.36 -0.19
C -3.1384 6.3379 1.3775 0.31 -0.25 -0.12
C -2.8271 5.1096 0.7836 0.00 0.18 0.19
H 0.4811 4.9170 1.5670 -0.31 0.16 0.07
H -0.0593 7.1178 2.6361 -0.17 -0.07 -0.09
H -2.3904 8.0268 2.5005 0.05 -0.24 -0.07
H -4.1549 6.7195 1.2980 0.25 -0.02 0.05
H -3.5740 4.5327 0.2371 0.13 0.21 0.23
```
Positions in Å, forces in eV/Å.

Computed properties:
Net charge: -1
Multiplicity: 1
Highest occupied orbital energy in eV: -4.526

=====

Max |F|: 1.36, 0.15, 2.70 (eV Å⁻¹)